Record 1
Density functional theory data (ωB97M-V/def2-TZVPD) for a structure of composition C4H12N2O.

Summary:
Largest force on an atom (eV/Å): 4.25
Kohn-Sham gap (alpha / beta) (eV): 10.97 / 7.91
Spin multiplicity: 2
HOMO energy (alpha / beta) (eV): -15.018 / -15.019
Net charge: +1
Calculated total energy (eV): -9359.923
⟨S²⟩: 0.756
Energy relative to the best compared isomer or geometry (same formula, charge and spin) (kcal per mole): 57.5

CARTESIAN COORDINATES (ANGSTROEM)
C: -0.75170 1.09453 1.59312
O: -0.75534 0.17384 0.55931
C: -0.10936 0.45026 2.84285
H: -1.75535 1.43647 1.86475
H: -0.10700 1.93373 1.32085
H: -0.01008 1.11640 3.69518
H: 0.89746 0.11502 2.60267
H: -0.68449 -0.41364 3.17583
C: -0.22254 0.19091 -2.97261
N: 0.78110 -0.17076 -1.94383
C: 0.20983 -0.68313 -0.83562
N: 1.00973 -1.45071 -0.02667
H: 0.29976 0.33790 -3.91138
H: -0.61554 1.17375 -2.71658
H: -1.02885 -0.53499 -3.05802
H: 1.41520 -0.87251 -2.31239
H: -0.73420 -1.16886 -1.07343
H: 1.69504 -0.87419 0.46258
H: 0.46634 -1.85404 0.73337

Mulliken atomic charge list, values in e, 4 entries: -0.056, -0.264, -1.102, 0.287

---

Record 2
Density functional theory data (ωB97M-V/def2-TZVPD) for a structure of composition C21H17BrN4Pd.

Summary:
Largest force on an atom (eV/Å): 2.39
Kohn-Sham gap (eV): 8.43
HOMO energy (eV): -15.186
Net charge: +2
Calculated total energy (eV): -101523.295
Energy relative to the best compared isomer or geometry (same formula, charge and spin) (kcal per mole): 4.9

CARTESIAN COORDINATES (ANGSTROEM)
Pd: -0.00188 -0.06538 0.13443
C: 4.38215 -0.18607 -0.00512
C: 4.68842 1.16159 -0.06944
C: 3.65801 2.09028 -0.11570
C: 2.35176 1.64701 -0.08405
N: 2.06275 0.33195 -0.03944
C: 3.05088 -0.56187 -0.00417
C: 1.18030 2.53569 -0.09288
C: 1.21032 3.91784 -0.07618
C: 0.00863 4.60834 -0.06369
C: -1.19631 3.92338 -0.07594
C: -1.17263 2.54088 -0.09278
N: 0.00232 1.89586 -0.10503
C: -2.34837 1.65741 -0.08362
C: -3.65281 2.10619 -0.11575
C: -4.68717 1.18183 -0.06955
C: -4.38671 -0.16690 -0.00439
C: -3.05715 -0.54843 -0.00273
N: -2.06511 0.34114 -0.03850
H: 5.15548 -0.93916 0.03903
H: 5.71779 1.49277 -0.09032
H: 3.87999 3.14497 -0.18582
H: 2.76111 -1.60352 0.01049
H: 2.14592 4.45640 -0.06294
H: 0.01111 5.68974 -0.03825
H: -2.12982 4.46577 -0.06244
H: -3.87064 3.16186 -0.18602
H: -5.71524 1.51698 -0.09118
H: -5.16320 -0.91672 0.03982
H: -2.77177 -1.59124 0.01277
C: -0.00120 -5.72192 -0.40402
C: -0.00233 -4.48389 0.45066
C: -0.00143 -4.53242 1.84032
C: -0.00244 -3.36836 2.59917
C: -0.00433 -2.17906 1.91609
Br: -0.00433 -0.50099 2.78690
N: -0.00546 -2.09552 0.57460
C: -0.00425 -3.22785 -0.14012
H: -0.00113 -6.62178 0.20623
H: 0.87792 -5.74530 -1.04821
H: -0.87943 -5.74610 -1.04937
H: 0.00026 -5.49199 2.34261
H: -0.00160 -3.39077 3.67894
H: -0.00518 -3.11502 -1.21733

Mulliken atomic charge list, values in e, 4 entries: 0.595, -0.860, -0.461, -0.649

---

Record 3
Density functional theory data (ωB97M-V/def2-TZVPD) for a structure of composition C35H52BrGeN11O2RbS2Se.

Summary:
Largest force on an atom (eV/Å): 1.61
Kohn-Sham gap (eV): 5.96
HOMO energy (eV): -4.055
Net charge: -1
Calculated total energy (eV): -271858.498
Energy relative to the best compared isomer or geometry (same formula, charge and spin) (kcal per mole): 10.5

CARTESIAN COORDINATES (ANGSTROEM)
Rb: 0.00802 0.52088 -0.25160
C: -5.27824 1.75647 0.11958
C: -4.04694 0.93826 -0.13856
N: -3.02300 1.36590 -0.78631
N: -3.19712 2.53329 -1.47020
C: -2.26223 3.45246 -1.42355
N: -2.30112 4.32235 -2.51203
S: -1.13006 3.83805 -0.18501
C: -4.01776 -0.46672 0.35993
C: -5.02250 -0.90884 1.23298
C: -5.04212 -2.22755 1.64575
C: -4.06269 -3.08806 1.17771
C: -3.10120 -2.56078 0.32822
N: -3.06473 -1.29915 -0.07638
H: -5.19950 2.69318 -0.42483
H: -5.37433 1.98802 1.18445
H: -6.19136 1.24022 -0.18866
H: -3.16213 4.27153 -3.03710
H: -1.98259 5.25137 -2.28812
H: -5.77803 -0.21932 1.57925
H: -5.81559 -2.57595 2.32064
H: -4.03514 -4.13301 1.45843
H: -2.30790 -3.20095 -0.04320
N: 2.54884 7.28285 -3.46934
C: 2.61624 5.97984 -2.95896
C: 3.77099 5.54955 -2.29550
C: 3.82746 4.28538 -1.74947
C: 2.73712 3.42891 -1.85734
C: 1.59360 3.84635 -2.51324
C: 1.53417 5.11861 -3.06452
S: 2.84550 1.78670 -1.21503
O: 4.24628 1.42364 -1.35041
O: 1.92972 0.99971 -2.04433
N: 2.36665 1.60124 0.28183
C: 2.04030 2.58431 1.16215
N: 2.38307 3.86726 0.93897
C: 1.95792 4.77152 1.79822
C: 1.22542 4.45129 2.93001
C: 0.98790 3.10010 3.10931
N: 1.37006 2.15534 2.26713
H: 3.43900 7.69013 -3.70423
H: 1.86674 7.41480 -4.19800
H: 4.61836 6.22025 -2.20637
H: 4.71629 3.94509 -1.23739
H: 0.73940 3.18958 -2.59571
H: 0.63049 5.43909 -3.56995
H: 2.22043 5.80291 1.57668
H: 0.87597 5.19567 3.62979
H: 0.45249 2.75223 3.99070
C: -0.93275 -6.13663 -1.32036
C: -0.11408 -5.14854 -0.53900
C: 0.60817 -5.50635 0.59489
C: 1.35095 -4.55952 1.27501
C: 1.33681 -3.26028 0.77805
Br: 2.34669 -1.91697 1.62993
N: 0.65448 -2.88587 -0.28300
C: -0.04365 -3.81938 -0.92955
H: -0.57305 -7.15396 -1.16653
H: -0.89030 -5.92001 -2.38734
H: -1.98299 -6.10590 -1.02145
H: 0.59816 -6.53414 0.94103
H: 1.93295 -4.80614 2.15018
H: -0.57512 -3.47737 -1.81121
C: -2.78507 -1.89362 6.43512
C: -3.30086 -1.96235 5.00160
N: -2.25877 -2.13556 4.00928
C: -1.69252 -3.46194 3.85551
C: -0.29284 -3.60923 4.44485
C: -1.78233 -1.09525 3.23476
C: -2.29113 0.29136 3.53228
N: -0.93955 -1.21286 2.28500
H: -3.59211 -1.63618 7.12373
H: -2.00203 -1.13965 6.52402
H: -2.36589 -2.84994 6.75263
H: -3.86930 -1.06623 4.76466
H: -4.00059 -2.79970 4.90217
H: -1.68231 -3.73623 2.79392
H: -2.37706 -4.16078 4.34198
H: 0.40331 -2.90156 3.99383
H: 0.08852 -4.61734 4.27026
H: -0.30510 -3.42768 5.52026
H: -3.33875 0.39881 3.24563
H: -1.70154 0.99068 2.94450
H: -2.19914 0.54002 4.59115
H: -0.64730 -2.17380 2.13071
C: 1.87732 1.40668 -5.44114
Ge: 3.14675 -0.04844 -5.59986
C: 4.79808 0.31403 -4.64767
C: 3.59637 -0.27739 -7.49765
C: 2.30572 -1.75507 -5.13258
Se: 1.76753 -2.12067 -3.29391
C: 3.50236 -2.03383 -2.42045
H: 2.31551 2.32973 -5.82428
H: 1.61060 1.55354 -4.39682
H: 0.97101 1.18647 -6.00834
H: 5.24273 1.22366 -5.05573
H: 5.50762 -0.50543 -4.77654
H: 4.62283 0.47578 -3.58645
H: 4.11843 0.59811 -7.88637
H: 2.68982 -0.42282 -8.08805
H: 4.23918 -1.14809 -7.63929
H: 2.93679 -2.57304 -5.48955
H: 1.37252 -1.80404 -5.69947
H: 4.26439 -2.39904 -3.10726
H: 3.45974 -2.69045 -1.55317
H: 3.72818 -1.01946 -2.10091

Mulliken atomic charge list, values in e, 4 entries: 0.542, -1.453, 0.165, 0.560

---

Look up the calculated total energy of the third one.
-271858.498 eV

---

Among the records above, which one has the highest largest force on an atom?
C4H12N2O

---

Which formula does entry 3 have?
C35H52BrGeN11O2RbS2Se